[1]
Density functional theory data (the ωB97M-V functional and the def2-TZVPD basis) for a cluster of 2 separate species, C4H11N3O2 in total.

Structure (ORCA input):
```
! wB97M-V def2-TZVPD RIJCOSX def2/J DEFGRID3
* xyz 0 1
H 1.0627 -0.5828 -2.4440
N 0.8411 -0.1113 -1.5503
C 0.0405 1.0100 -1.4033
N -0.2712 1.8192 -2.4858
N -0.4876 1.2945 -0.1857
C -1.7618 2.0186 0.0519
H -0.5078 2.7849 -2.4436
H -0.2949 1.3951 -3.3627
H -0.0207 0.6095 0.5751
H -1.6823 3.0531 -0.1307
H -2.0184 1.9531 1.0293
H -2.6503 1.5047 -0.6238
C 1.2949 -2.6682 2.3306
C 0.8265 -1.4942 1.4893
O 0.4651 -0.3749 1.6860
O 0.6996 -1.9427 0.2583
H 0.7513 -2.6889 3.2927
H 2.4296 -2.4953 2.5333
H 1.0109 -3.6247 1.8848
H 0.2727 -1.4596 -0.5015
*
```

The value obtained for the HOMO energy is -0.29909 hartree. Its energy relative to the best compared isomer or geometry (same formula, charge and spin) is 51.9 kcal per mole. The gap between HOMO and LUMO is 8.997 eV. The SMILES is [H]/N=C(\N)NC.CC(=O)O.

Need the Mulliken charges? In units of e they are: atom 1 (H): 0.160, atom 2 (N): -0.766, atom 3 (C): 0.540, atom 4 (N): -0.376, atom 5 (N): -0.230, atom 6 (C): -1.051, atom 7 (H): 0.187, atom 8 (H): 0.190, atom 9 (H): 0.486, atom 10 (H): 0.309, atom 11 (H): 0.442, atom 12 (H): 0.235, atom 13 (C): -0.942, atom 14 (C): 0.834, atom 15 (O): -0.720, atom 16 (O): -0.509, atom 17 (H): 0.304, atom 18 (H): 0.232, atom 19 (H): 0.283, atom 20 (H): 0.393



[2]
Density functional theory data (the ωB97M-V functional and the def2-TZVPD basis) for a structure of composition C32H34Cl5N6O4.

Structure (ORCA input):
```
! wB97M-V def2-TZVPD RIJCOSX def2/J DEFGRID3
* xyz -1 1
Cl 7.1857 1.4477 19.1248
O 6.2066 1.3533 20.2136
O 8.4387 1.8624 19.7004
O 7.3540 0.1281 18.6270
O 6.6547 2.3390 18.1442
N 5.9170 3.5563 15.2428
C 6.5776 3.6782 16.4457
C 7.6021 4.5912 16.6520
C 7.9550 5.5492 15.6583
C 7.2900 5.4300 14.4788
C 6.2550 4.5167 14.3008
H 6.4062 2.9055 17.1805
H 8.2376 4.5984 17.5253
H 8.7153 6.3072 15.7760
H 7.5438 6.1354 13.7014
H 5.8205 4.5665 13.3133
N 4.1905 0.0552 20.9932
C 5.0308 0.6185 21.9715
C 5.4942 -0.1120 23.0371
C 5.1282 -1.4029 23.1582
C 4.3666 -2.0455 22.1835
C 3.8293 -1.2480 21.0975
H 5.2362 1.6578 21.7614
H 6.0864 0.3681 23.8020
H 5.5373 -2.0507 23.9193
H 4.1276 -3.0954 22.2674
H 3.2111 -1.6434 20.3051
N 11.1716 -2.2462 20.6797
C 12.0934 -1.5463 19.8868
C 11.7584 -0.3531 19.2066
C 10.4413 0.1044 19.3132
C 9.5683 -0.5233 20.1944
C 9.8931 -1.7677 20.7801
H 13.0655 -2.0145 19.8388
H 12.4572 0.1251 18.5361
H 10.1706 0.9928 18.7619
H 8.6224 -0.0130 20.3006
H 9.2487 -2.2944 21.4684
N 3.9171 2.3874 20.3334
C 4.9047 3.2345 19.8391
C 5.2268 4.4628 20.3777
C 4.5230 4.8258 21.5517
C 3.5205 4.0163 22.0850
C 3.2679 2.7822 21.4761
H 5.4807 2.8470 19.0117
H 5.9448 5.1090 19.8948
H 4.7225 5.8010 21.9708
H 2.9345 4.3557 22.9263
H 2.4613 2.1128 21.7364
N 3.9564 -0.4461 18.8032
C 5.0925 -1.1266 18.4924
C 5.1774 -1.9852 17.3973
C 4.0515 -2.1642 16.5872
C 2.8550 -1.5450 16.9432
C 2.8580 -0.6926 18.0691
H 5.9526 -0.8884 19.1007
H 6.1105 -2.4901 17.1955
H 4.0283 -2.8594 15.7611
H 1.9557 -1.6331 16.3517
H 2.0105 -0.1119 18.4022
N 12.0359 4.4856 21.6768
C 12.2901 3.2419 21.2500
C 11.3123 2.3302 20.9734
C 9.9326 2.6474 21.1926
C 9.6288 3.9497 21.7171
C 10.7106 4.8065 21.8687
H 13.3293 2.9542 21.3096
H 11.6057 1.3598 20.6009
H 9.1733 1.9235 20.9362
H 8.6691 4.3756 21.9700
H 10.5639 5.8056 22.2515
C 9.3128 2.0186 17.0754
Cl 9.8110 3.6252 16.4448
Cl 10.3111 0.6468 16.4525
H 9.4031 2.0741 18.1603
H 8.2482 1.8658 16.8980
C 7.1093 2.7354 22.2224
Cl 6.7390 1.9330 23.7389
Cl 7.1664 4.4990 22.4693
H 8.0656 2.2904 21.9475
H 6.3650 2.5529 21.4473
*
```

The value obtained for the HOMO energy is -0.18931 hartree. Its energy relative to the best compared isomer or geometry (same formula, charge and spin) is 299.4 kcal per mole. The gap between HOMO and LUMO is 7.660 eV.

Need the Mulliken charges? In units of e they are: atom 1 (Cl): 1.308, atom 2 (O): -0.303, atom 3 (O): -1.120, atom 4 (O): -0.562, atom 5 (O): -1.109, atom 6 (N): -0.606, atom 7 (C): -0.607, atom 8 (C): -0.553, atom 9 (C): -0.831, atom 10 (C): -0.252, atom 11 (C): -0.547, atom 12 (H): 1.174, atom 13 (H): 1.003, atom 14 (H): 0.458, atom 15 (H): 0.344, atom 16 (H): 0.366, atom 17 (N): 0.200, atom 18 (C): 2.000, atom 19 (C): -0.920, atom 20 (C): -0.633, atom 21 (C): -0.817, atom 22 (C): -0.401, atom 23 (H): -0.924, atom 24 (H): 0.204, atom 25 (H): 0.382, atom 26 (H): 0.421, atom 27 (H): 0.522, atom 28 (N): -0.676, atom 29 (C): -0.428, atom 30 (C): -0.613, atom 31 (C): -1.031, atom 32 (C): 0.623, atom 33 (C): -0.633, atom 34 (H): 0.414, atom 35 (H): 0.445, atom 36 (H): 1.358, atom 37 (H): -0.022, atom 38 (H): 0.466, atom 39 (N): -0.262, atom 40 (C): 0.358, atom 41 (C): -1.042, atom 42 (C): 0.041, atom 43 (C): -1.020, atom 44 (C): -0.031, atom 45 (H): 0.584, atom 46 (H): 0.491, atom 47 (H): 0.391, atom 48 (H): 0.414, atom 49 (H): 0.528, atom 50 (N): -0.032, atom 51 (C): 0.049, atom 52 (C): -1.184, atom 53 (C): -0.260, atom 54 (C): -0.882, atom 55 (C): -0.417, atom 56 (H): 0.831, atom 57 (H): 0.451, atom 58 (H): 0.383, atom 59 (H): 0.386, atom 60 (H): 0.484, atom 61 (N): -0.719, atom 62 (C): -0.433, atom 63 (C): -0.707, atom 64 (C): 1.789, atom 65 (C): -0.164, atom 66 (C): -0.672, atom 67 (H): 0.406, atom 68 (H): 0.221, atom 69 (H): -0.320, atom 70 (H): 0.182, atom 71 (H): 0.421, atom 72 (C): 2.064, atom 73 (Cl): -0.222, atom 74 (Cl): -0.158, atom 75 (H): -1.005, atom 76 (H): 0.034, atom 77 (C): 2.476, atom 78 (Cl): -0.357, atom 79 (Cl): -0.373, atom 80 (H): -1.076, atom 81 (H): -0.750



[3]
Density functional theory data (the ωB97M-V functional and the def2-TZVPD basis) for a cluster of 12 separate species, C56H65N5O32S in total.

Structure (ORCA input):
```
! wB97M-V def2-TZVPD RIJCOSX def2/J DEFGRID3
* xyz 0 1
O -0.9473 -1.3858 6.4913
N -1.7577 -1.5284 5.5885
O -2.2054 -0.6011 4.9216
C -2.1491 -2.9179 5.2600
C -1.6673 -3.9856 6.0480
C -2.1045 -5.2371 5.6581
C -2.9503 -5.4183 4.5491
C -3.4094 -4.3269 3.8650
C -3.0893 -3.0810 4.2186
H -0.9913 -3.7664 6.8881
H -1.7446 -6.1327 6.1493
H -3.2567 -6.4052 4.2280
H -4.1033 -4.4875 3.0314
H -3.4756 -2.2412 3.6574
O -4.2629 3.9333 0.9660
N -3.0997 3.6998 1.1433
O -2.7080 2.7923 1.7902
C -2.1103 4.6658 0.6534
C -0.9126 4.1203 0.2212
C 0.0957 4.9707 -0.2387
C -0.1841 6.3158 -0.3459
C -1.4205 6.8349 0.0861
C -2.3895 6.0092 0.6329
H -0.7887 3.0618 0.0779
H 1.0452 4.5361 -0.5558
H 0.5109 6.9419 -0.8209
H -1.5883 7.8767 -0.0977
H -3.3448 6.4461 0.9127
O -4.6712 -4.0614 0.6017
N -3.6682 -3.4858 0.2093
O -2.5633 -3.6626 0.7163
C -3.7960 -2.6473 -0.9438
C -5.0599 -2.5739 -1.5313
C -5.1276 -1.6956 -2.5638
C -4.1014 -0.8841 -2.9491
C -2.9140 -0.9137 -2.2544
C -2.7181 -1.8243 -1.2734
H -5.9255 -3.1263 -1.1870
H -6.0015 -1.6217 -3.1956
H -4.1802 -0.2103 -3.8181
H -2.1047 -0.2705 -2.5704
H -1.8131 -1.9289 -0.7094
O 8.4817 0.5611 -0.8353
N 7.4956 -0.0640 -1.1922
O 7.4852 -0.6952 -2.2212
C 6.3725 -0.1405 -0.2566
C 6.5225 0.4000 0.9785
C 5.4354 0.3608 1.8570
C 4.2318 -0.0429 1.3461
C 4.0444 -0.5632 0.0823
C 5.1482 -0.6545 -0.7440
H 7.5343 0.7444 1.0979
H 5.5724 0.7552 2.8562
H 3.3487 -0.0908 1.9511
H 3.0825 -1.0331 -0.1599
H 5.2437 -1.0400 -1.7595
O 5.3165 -6.9586 0.9514
N 5.1691 -5.7324 0.7740
O 6.0704 -4.9766 0.4815
C 3.7619 -5.2568 0.8748
C 3.5974 -3.8522 1.0360
C 2.3237 -3.4104 1.3022
C 1.2303 -4.2898 1.2336
C 1.4460 -5.6664 1.0758
C 2.7347 -6.2033 0.9379
H 4.4688 -3.2869 0.8654
H 2.1689 -2.3326 1.4262
H 0.2157 -3.9899 1.3260
H 0.5678 -6.3373 0.9886
H 2.9373 -7.2418 0.8392
C 1.1020 1.4864 5.5067
C 2.0510 0.3255 5.3727
C 2.3479 -0.4844 6.6841
O 2.1432 -1.8420 6.3154
C 1.5237 -1.9201 5.1035
O 1.1434 -2.9155 4.5566
O 1.4919 -0.6821 4.5535
H 0.1369 1.1021 5.8576
H 0.9126 1.9602 4.5446
H 1.5436 2.2688 6.1177
H 2.9567 0.6701 4.8548
H 1.5228 -0.2323 7.3829
H 3.3695 -0.3614 7.0857
C -8.0660 -1.7469 0.5556
C -7.2679 -0.5044 0.7473
C -7.3436 0.1410 2.1505
O -6.1169 -0.2498 2.7447
C -5.2804 -0.6657 1.8083
O -4.1506 -0.8830 1.9647
O -5.8733 -0.7211 0.6412
H -7.7405 -2.4531 1.3028
H -7.7716 -2.1766 -0.3945
H -9.1291 -1.6358 0.5051
H -7.4810 0.1877 -0.0450
H -8.2184 -0.2182 2.7501
H -7.3261 1.2142 2.1119
C 0.3858 -4.5024 -3.9196
C 0.8307 -3.1896 -3.1939
C 1.7829 -3.4675 -2.0353
O 2.7281 -2.4203 -2.1697
C 2.6643 -1.8889 -3.4388
O 3.4709 -1.1627 -3.9343
O 1.5329 -2.3078 -4.0770
H -0.4442 -4.4237 -4.6373
H 0.0384 -5.2564 -3.2299
H 1.2023 -4.6950 -4.5707
H -0.0510 -2.6325 -2.9099
H 2.3174 -4.4341 -2.2262
H 1.3393 -3.3763 -1.0086
C 1.6192 3.1715 -4.3349
C 1.7263 1.9459 -5.2068
C 0.6874 0.8670 -4.9719
O -0.3174 1.0563 -6.0072
C 0.1425 1.9213 -6.8972
O -0.4546 2.2882 -7.8515
O 1.3665 2.3815 -6.5852
H 0.6789 3.6411 -4.6102
H 2.3392 4.0041 -4.4813
H 1.5841 2.9181 -3.2641
H 2.7333 1.5500 -5.1924
H 0.1568 0.9238 -4.0030
H 1.1551 -0.1079 -5.1104
C -1.8986 5.8182 -4.7598
C -2.4643 4.5075 -4.2092
C -2.3651 3.2976 -5.0800
O -2.1081 2.2551 -4.1373
C -1.5446 2.8119 -2.9845
O -1.1285 2.2008 -2.0820
O -1.7463 4.1391 -3.0225
H -2.1501 5.9546 -5.8162
H -0.7999 5.8058 -4.7755
H -2.2203 6.7041 -4.2350
H -3.4974 4.6373 -3.8333
H -1.5069 3.4199 -5.7489
H -3.2770 3.0086 -5.5787
C 4.2853 2.8069 -1.5396
C 3.9720 3.7624 -0.3711
C 5.2437 4.4152 0.2615
O 4.8738 5.8117 0.3652
C 3.7840 6.0883 -0.4620
O 3.4052 7.1729 -0.6162
O 3.2510 4.9167 -0.8442
H 4.9751 1.9620 -1.3180
H 4.8435 3.4156 -2.2791
H 3.3139 2.4619 -1.9358
H 3.2782 3.2242 0.3302
H 6.1056 4.4005 -0.4330
H 5.4824 4.0348 1.2712
O 0.1338 -0.5823 -1.3108
S 0.4123 0.1780 -0.1762
O 1.3950 1.1903 -0.1111
O -1.0039 0.6971 0.4237
C -1.2012 0.2744 1.8328
C -0.4976 -1.0553 1.8668
O 0.7404 -0.7404 1.0257
H -0.7238 0.9457 2.5123
H -2.2491 0.0968 1.9948
H -1.0396 -1.9025 1.3927
H -0.1209 -1.3483 2.8487
*
```

The value obtained for the HOMO energy is -0.35350 hartree. The gap between HOMO and LUMO is 8.699 eV. The SMILES is O=[N+]([O-])c1ccccc1.O=[N+]([O-])c1ccccc1.O=[N+]([O-])c1ccccc1.O=[N+]([O-])c1ccccc1.O=[N+]([O-])c1ccccc1.C[C@H]1COC(=O)O1.C[C@H]1COC(=O)O1.C[C@H]1COC(=O)O1.C[C@H]1COC(=O)O1.C[C@H]1COC(=O)O1.C[C@H]1COC(=O)O1.O=S1(=O)OCCO1.

Atomic partial charges in e from the Mulliken method, atoms 1 to 99: atom 1 (O): -0.676, atom 2 (N): 1.243, atom 3 (O): -0.622, atom 4 (C): 0.437, atom 5 (C): -0.756, atom 6 (C): -0.408, atom 7 (C): -0.887, atom 8 (C): 0.039, atom 9 (C): -0.352, atom 10 (H): 0.447, atom 11 (H): 0.361, atom 12 (H): 0.458, atom 13 (H): 0.325, atom 14 (H): 0.434, atom 15 (O): -0.698, atom 16 (N): 1.256, atom 17 (O): -0.624, atom 18 (C): 0.259, atom 19 (C): -0.125, atom 20 (C): -0.728, atom 21 (C): -0.651, atom 22 (C): -0.646, atom 23 (C): -0.695, atom 24 (H): 0.677, atom 25 (H): 0.385, atom 26 (H): 0.610, atom 27 (H): 0.390, atom 28 (H): 0.448, atom 29 (O): -0.709, atom 30 (N): 1.100, atom 31 (O): -0.488, atom 32 (C): -0.580, atom 33 (C): -0.694, atom 34 (C): -0.632, atom 35 (C): -1.019, atom 36 (C): -0.008, atom 37 (C): 0.658, atom 38 (H): 0.764, atom 39 (H): 0.392, atom 40 (H): 0.462, atom 41 (H): 0.401, atom 42 (H): 0.118, atom 43 (O): -0.678, atom 44 (N): 1.138, atom 45 (O): -0.632, atom 46 (C): -0.755, atom 47 (C): -0.546, atom 48 (C): -0.958, atom 49 (C): -0.216, atom 50 (C): 1.718, atom 51 (C): -0.179, atom 52 (H): 0.620, atom 53 (H): 0.428, atom 54 (H): 0.208, atom 55 (H): -0.665, atom 56 (H): 0.493, atom 57 (O): -0.640, atom 58 (N): 1.055, atom 59 (O): -0.608, atom 60 (C): -0.174, atom 61 (C): -0.359, atom 62 (C): 0.770, atom 63 (C): -0.748, atom 64 (C): -0.774, atom 65 (C): -0.691, atom 66 (H): 0.951, atom 67 (H): -0.326, atom 68 (H): 0.530, atom 69 (H): 0.444, atom 70 (H): 0.577, atom 71 (C): -1.361, atom 72 (C): 0.602, atom 73 (C): -0.536, atom 74 (O): -0.432, atom 75 (C): 0.195, atom 76 (O): -0.444, atom 77 (O): 0.167, atom 78 (H): 0.327, atom 79 (H): 0.186, atom 80 (H): 0.461, atom 81 (H): 0.166, atom 82 (H): 0.295, atom 83 (H): 0.332, atom 84 (C): -1.389, atom 85 (C): 0.342, atom 86 (C): -0.434, atom 87 (O): -0.356, atom 88 (C): -0.011, atom 89 (O): -0.167, atom 90 (O): -0.026, atom 91 (H): 0.372, atom 92 (H): 0.243, atom 93 (H): 0.420, atom 94 (H): 0.340, atom 95 (H): 0.284, atom 96 (H): 0.291, atom 97 (C): -1.675, atom 98 (C): 1.627, atom 99 (C): 0.380



Ordered energy results: -473.720024 -4169.439980 -5252.162820; unit Ha.